C21H16Br4F5NO2STeV | the ωB97M-V functional and the def2-TZVPD basis

Computed properties:
* expectation value of S²: 3.761
* charge: -2
* spin multiplicity: 4
* highest occupied orbital energy (spin up / spin down): -0.5 / -1.2 eV
* orbital gap (spin up / spin down): 4.4 / 5.1 eV

Geometry (Å):
C (-0.644, -5.128, -1.602)
C (1.406, 2.475, -0.729)
C (1.745, -0.002, 1.888)
C (2.975, 1.561, -2.377)
Br (4.446, 0.254, 1.158)
H (-2.785, 2.092, 1.141)
C (3.279, 0.040, 3.811)
C (0.894, -0.086, 4.172)
H (0.574, 5.009, -0.968)
C (0.725, 0.595, -2.315)
C (3.026, 0.075, 2.418)
C (-0.197, 4.364, -0.547)
H (-0.095, -4.720, -2.442)
C (-1.451, -6.309, -1.664)
S (-1.613, -5.435, 0.705)
O (1.467, 0.024, 0.610)
H (-1.584, -6.906, -2.559)
F (-3.564, -2.435, 0.019)
F (-2.301, 0.127, -2.038)
H (0.868, 0.269, -3.344)
C (-2.043, 2.706, 0.644)
H (2.164, 3.261, -0.714)
C (-3.291, -1.723, -1.082)
Br (-0.625, -0.142, 5.299)
C (2.209, -0.047, 4.680)
H (3.083, 1.107, -3.359)
Te (0.450, -2.796, 0.272)
H (1.187, 2.535, -2.790)
F (-4.481, -1.536, -1.727)
C (-2.300, 4.065, 0.526)
H (-3.224, 4.471, 0.928)
Br (5.064, 0.096, 4.445)
F (-3.719, 0.381, -0.328)
C (-0.625, -4.525, -0.365)
C (0.617, -0.059, 2.803)
C (-1.387, 4.914, -0.103)
H (3.537, 2.490, -2.309)
H (1.095, -0.150, -1.612)
H (-1.585, 5.975, -0.205)
H (3.290, 0.873, -1.593)
O (-0.574, -0.050, 2.306)
H (1.688, 1.650, -0.075)
H (-0.322, 0.830, -2.138)
C (-0.877, 2.070, 0.147)
C (-2.593, -0.372, -0.702)
C (-2.043, -6.603, -0.469)
V (-0.693, -0.096, 0.275)
H (-2.699, -7.429, -0.237)
N (1.539, 1.849, -2.127)
Br (2.496, -0.109, 6.555)
C (0.042, 2.987, -0.394)
F (-2.551, -2.484, -1.889)

C21H16ClN2O2V | the ωB97M-V functional and the def2-TZVPD basis

Computed properties:
* expectation value of S²: 3.817
* charge: -1
* energy above the lowest of the compared OMol25 structures with the same formula, charge and spin: 9.2 kcal/mol
* spin multiplicity: 4
* highest occupied orbital energy (spin up / spin down): -2.4 / -4.5 eV
* orbital gap (spin up / spin down): 5.4 / 7.6 eV

Geometry (Å):
O (-1.503, -1.377, -0.019)
V (-0.040, -0.413, -0.876)
C (-1.459, 2.672, -3.409)
C (-2.695, 2.818, -2.799)
H (-0.957, 3.517, -3.861)
H (0.054, -1.161, -3.550)
C (-2.090, -3.488, 0.987)
C (2.256, -1.956, -0.021)
C (3.132, -0.950, -0.550)
N (0.928, -1.803, 0.050)
C (-1.417, 0.272, -2.903)
C (-2.644, -5.625, 1.963)
H (-3.741, -2.271, 0.417)
C (-3.295, 1.703, -2.229)
C (-2.668, 0.469, -2.279)
H (-1.393, -1.859, -2.709)
C (-4.397, -4.144, 1.265)
C (-0.722, -1.010, -2.806)
C (4.506, -1.252, -0.646)
C (-0.838, 1.433, -3.449)
C (5.010, 0.913, -1.545)
C (3.664, 1.248, -1.457)
H (-5.451, -3.919, 1.151)
H (-4.257, 1.790, -1.738)
H (-0.638, -4.905, 1.647)
C (2.720, 0.350, -0.980)
H (5.720, 1.632, -1.936)
O (1.427, 0.733, -0.954)
H (3.305, 2.220, -1.770)
H (4.830, -2.237, -0.324)
H (6.478, -0.629, -1.196)
H (-2.321, -6.564, 2.398)
H (-4.741, -6.075, 2.145)
C (-1.696, -4.702, 1.548)
C (-1.084, -2.494, 0.533)
H (2.678, -2.881, 0.360)
C (-4.002, -5.352, 1.822)
H (-3.127, -0.395, -1.816)
Cl (0.703, 1.349, -4.275)
N (0.173, -2.809, 0.631)
H (-3.173, 3.789, -2.765)
C (-3.446, -3.218, 0.851)
C (5.433, -0.351, -1.133)

Question: What is the spin multiplicity in the first record?
Answer: 4

Copy entry 1 word for word.
C21H16Br4F5NO2STeV | the ωB97M-V functional and the def2-TZVPD basis

Computed properties:
* expectation value of S²: 3.761
* charge: -2
* spin multiplicity: 4
* highest occupied orbital energy (spin up / spin down): -0.5 / -1.2 eV
* orbital gap (spin up / spin down): 4.4 / 5.1 eV

Geometry (Å):
C (-0.644, -5.128, -1.602)
C (1.406, 2.475, -0.729)
C (1.745, -0.002, 1.888)
C (2.975, 1.561, -2.377)
Br (4.446, 0.254, 1.158)
H (-2.785, 2.092, 1.141)
C (3.279, 0.040, 3.811)
C (0.894, -0.086, 4.172)
H (0.574, 5.009, -0.968)
C (0.725, 0.595, -2.315)
C (3.026, 0.075, 2.418)
C (-0.197, 4.364, -0.547)
H (-0.095, -4.720, -2.442)
C (-1.451, -6.309, -1.664)
S (-1.613, -5.435, 0.705)
O (1.467, 0.024, 0.610)
H (-1.584, -6.906, -2.559)
F (-3.564, -2.435, 0.019)
F (-2.301, 0.127, -2.038)
H (0.868, 0.269, -3.344)
C (-2.043, 2.706, 0.644)
H (2.164, 3.261, -0.714)
C (-3.291, -1.723, -1.082)
Br (-0.625, -0.142, 5.299)
C (2.209, -0.047, 4.680)
H (3.083, 1.107, -3.359)
Te (0.450, -2.796, 0.272)
H (1.187, 2.535, -2.790)
F (-4.481, -1.536, -1.727)
C (-2.300, 4.065, 0.526)
H (-3.224, 4.471, 0.928)
Br (5.064, 0.096, 4.445)
F (-3.719, 0.381, -0.328)
C (-0.625, -4.525, -0.365)
C (0.617, -0.059, 2.803)
C (-1.387, 4.914, -0.103)
H (3.537, 2.490, -2.309)
H (1.095, -0.150, -1.612)
H (-1.585, 5.975, -0.205)
H (3.290, 0.873, -1.593)
O (-0.574, -0.050, 2.306)
H (1.688, 1.650, -0.075)
H (-0.322, 0.830, -2.138)
C (-0.877, 2.070, 0.147)
C (-2.593, -0.372, -0.702)
C (-2.043, -6.603, -0.469)
V (-0.693, -0.096, 0.275)
H (-2.699, -7.429, -0.237)
N (1.539, 1.849, -2.127)
Br (2.496, -0.109, 6.555)
C (0.042, 2.987, -0.394)
F (-2.551, -2.484, -1.889)

Question: Look up the spin multiplicity of the second one.
Answer: 4